{
  "formula": "C6H11NO",
  "method": "ωB97M-V/def2-TZVPD",
  "symbols": ["C", "C", "C", "C", "C", "C", "O", "N", "H", "H", "H", "H", "H", "H", "H", "H", "H", "H", "H"],
  "coordinates": [[-1.3140, -0.9462, -0.3343], [-1.4385, 0.9607, -0.6572], [0.7737, -0.1280, 1.6284], [0.8316, -0.4251, 0.1685], [0.0661, -1.3664, -0.4976], [1.8396, 0.2940, -0.6319], [-1.9047, -1.1913, 0.8759], [2.5101, 1.2452, -0.1362], [-2.7847, -0.8071, 0.8820], [-1.9467, -1.1928, -1.1909], [3.2535, 1.5755, -0.7599], [0.3285, -1.5639, -1.5311], [2.0485, -0.1269, -1.6247], [-2.5175, 1.1073, -0.5765], [-1.1115, 1.1404, -1.6782], [-0.9633, 1.6026, 0.0778], [-0.1648, -0.4450, 2.0727], [1.5933, -0.6718, 2.1081], [0.9007, 0.9389, 1.8050]],
  "gap_ev": [7.8, 7.8],
  "e_above_lowest_kcal_mol": 100.7,
  "multiplicity": 1,
  "e_lumo_ev": [-0.161, -0.161]
}

{
  "formula": "C6H11NO",
  "method": "ωB97M-V/def2-TZVPD",
  "symbols": ["C", "C", "C", "C", "C", "N", "C", "O", "H", "H", "H", "H", "H", "H", "H", "H", "H", "H", "H"],
  "coordinates": [[0.8379, 0.5935, 0.0293], [-0.1945, 0.5665, -1.4421], [0.4532, 1.7773, -0.8193], [-1.4857, 0.2662, 1.0884], [-0.3694, -0.3260, 0.2543], [2.0898, 0.0111, -0.0392], [-0.1719, -1.6861, 0.3238], [-1.1023, -2.5047, 0.9535], [-0.6590, -3.2789, 1.3134], [2.3524, -0.4769, 0.8127], [2.8185, 0.5469, -0.4875], [0.5949, -2.1822, -0.2604], [-0.2093, 2.5106, -0.3717], [0.3527, 0.0596, -2.2266], [-1.2447, 0.6420, -1.6981], [1.2653, 2.2456, -1.3684], [-1.7957, 1.2540, 0.7468], [-2.3643, -0.3765, 1.0632], [-1.1679, 0.3579, 2.1277]],
  "gap_ev": 6.7,
  "e_above_lowest_kcal_mol": 110.5,
  "multiplicity": 1,
  "e_lumo_ev": 0.918
}

{
  "formula": "C6H11NO",
  "method": "ωB97M-V/def2-TZVPD",
  "symbols": ["C", "N", "C", "C", "C", "C", "C", "O", "H", "H", "H", "H", "H", "H", "H", "H", "H", "H", "H"],
  "coordinates": [[1.4166, 1.4073, -0.8436], [0.4485, 0.3362, -0.6611], [-0.9517, 0.6979, -0.8574], [-1.7799, -0.2576, 0.0079], [-0.8900, -0.7812, 1.1259], [0.5388, -0.3055, 0.6502], [1.4229, -1.4971, 0.5818], [2.3453, -1.7839, 1.2921], [1.7872, 1.9000, 0.0468], [0.9686, 2.1800, -1.4873], [2.1485, 1.0630, -1.5943], [-1.3115, 0.6241, -1.8768], [-1.0992, 1.7069, -0.4381], [-2.0238, -1.1358, -0.6163], [-2.8101, 0.0734, 0.2000], [-0.9984, -1.8591, 1.0214], [-1.1018, -0.5058, 2.1608], [0.7939, 0.3225, 1.5308], [1.0960, -2.1854, -0.2430]],
  "smiles": "CN1CCC[C@H]1C=O",
  "gap_ev": 9.9,
  "e_above_lowest_kcal_mol": 44.2,
  "multiplicity": 1,
  "e_lumo_ev": 0.985
}

{
  "formula": "C6H11NO",
  "method": "ωB97M-V/def2-TZVPD",
  "symbols": ["C", "C", "C", "C", "C", "C", "O", "N", "H", "H", "H", "H", "H", "H", "H", "H", "H", "H", "H"],
  "coordinates": [[0.1383, 1.3570, 0.3470], [-1.2690, 1.2813, -0.2562], [0.0782, -2.1625, 1.4349], [0.6890, -0.0312, 0.5350], [-1.2859, 0.6499, -1.6258], [1.8241, -0.4496, -0.0091], [-0.1641, -0.7759, 1.3028], [-0.4607, 0.7569, -2.5595], [0.3348, 1.3562, -2.3703], [0.8113, 1.9235, -0.2991], [0.0790, 1.8565, 1.3092], [-1.9074, 0.6982, 0.4168], [-1.6975, 2.2968, -0.3378], [-2.1623, 0.0311, -1.8410], [0.3392, -2.6253, 0.4811], [0.8796, -2.3500, 2.1571], [-0.8516, -2.5886, 1.8055], [2.2119, -1.4428, 0.1156], [2.4131, 0.2186, -0.6062]],
  "smiles": "[H]/N=C\\CCC(=C)OC",
  "gap_ev": 9.9,
  "e_above_lowest_kcal_mol": 43.9,
  "multiplicity": 1,
  "e_lumo_ev": 0.947
}

{
  "formula": "C6H11NO",
  "method": "ωB97M-V/def2-TZVPD",
  "symbols": ["C", "C", "C", "C", "C", "C", "O", "N", "H", "H", "H", "H", "H", "H", "H", "H", "H", "H", "H"],
  "coordinates": [[1.0630, 0.6263, -0.9481], [1.9202, 1.7874, -0.5964], [-0.5707, -2.0956, 0.1941], [-0.3339, 0.6683, -0.9282], [-0.6580, -0.6215, 0.5657], [-1.7823, -0.2097, 1.2489], [0.6528, -0.2180, 1.2417], [-1.1543, 1.2826, -1.6428], [1.1041, -0.9613, 1.6771], [1.5090, -0.2943, -1.3004], [-2.0990, 1.2670, -1.2459], [1.3560, 2.6366, -0.2148], [2.6575, 1.5247, 0.1624], [2.4355, 2.1026, -1.5120], [-1.4540, -2.4043, -0.3618], [0.3259, -2.3110, -0.3889], [-0.5003, -2.7226, 1.0846], [-1.8269, 0.7950, 1.6384], [-2.6446, -0.8523, 1.3265]],
  "gap_ev": [7.9, 7.4],
  "e_above_lowest_kcal_mol": 127.8,
  "multiplicity": 1,
  "e_lumo_ev": [0.318, -0.160]
}

{
  "formula": "C6H11NO",
  "method": "ωB97M-V/def2-TZVPD",
  "symbols": ["C", "C", "C", "C", "C", "C", "H", "H", "H", "H", "H", "H", "H", "H", "H", "H", "H", "N", "O"],
  "coordinates": [[0.4336, -1.0505, -1.4222], [-0.6586, -0.5922, -0.5483], [0.2976, 1.4274, -0.6062], [1.0306, 0.5486, 0.5661], [-0.2012, -0.3056, 0.8413], [-1.4362, 0.5971, 0.8096], [1.5249, -0.7423, -0.9930], [0.2742, -0.8767, -2.6169], [0.3286, -2.1817, -1.2199], [-1.4718, -1.2292, -0.7711], [0.3905, 2.4567, -0.4245], [0.8053, 1.3210, -1.5778], [1.9797, -0.2639, 0.6490], [1.2747, 1.2570, 1.3815], [0.4911, -1.1381, 2.5973], [-2.3028, -0.1430, 0.8480], [-1.5280, 1.6139, 1.2711], [-1.1625, 0.7844, -0.7028], [-0.0697, -1.4828, 1.9189]],
  "gap_ev": 10.6,
  "e_above_lowest_kcal_mol": 117.3,
  "multiplicity": 1,
  "e_lumo_ev": 0.864
}

{
  "formula": "C6H11NO",
  "method": "ωB97M-V/def2-TZVPD",
  "symbols": ["C", "C", "C", "C", "O", "H", "H", "H", "H", "H", "H", "H", "H", "C", "N", "C", "H", "H", "H"],
  "coordinates": [[0.3512, 1.6378, -1.3021], [0.6159, -1.4283, -0.6787], [0.5334, -0.4108, 0.4467], [1.6824, -0.1474, 1.1525], [-0.2743, 1.0126, -0.1984], [1.4289, 1.6959, -1.1181], [0.1675, 1.0931, -2.2376], [-0.0311, 2.6569, -1.4052], [1.3997, -1.1525, -1.3846], [0.8525, -2.4200, -0.2856], [-0.3156, -1.4936, -1.2446], [1.6785, 0.5026, 2.0184], [2.6112, -0.6381, 0.8953], [-0.8518, -0.6124, 1.2960], [-2.9812, 0.4345, 0.3008], [-1.8641, 0.0846, 0.5814], [-3.2016, 1.0083, -0.5092], [-1.0928, -1.6704, 1.3998], [-0.7088, -0.1528, 2.2733]],
  "gap_ev": [6.8, 6.8],
  "e_above_lowest_kcal_mol": 128.8,
  "multiplicity": 1,
  "e_lumo_ev": [0.278, 0.278]
}

{
  "formula": "C6H11NO",
  "method": "ωB97M-V/def2-TZVPD",
  "symbols": ["C", "C", "C", "C", "C", "C", "H", "H", "H", "H", "H", "H", "H", "H", "H", "H", "H", "N", "O"],
  "coordinates": [[-1.5223, 0.5824, 1.1672], [-1.8900, -0.4590, -0.1942], [-0.4781, -0.6124, -0.6245], [0.9759, -1.0561, -1.2937], [1.8097, 0.5350, 0.8309], [0.1201, 0.6451, 0.9482], [-1.7611, 0.1428, 2.1208], [-2.0562, 1.5481, 1.0916], [-2.3774, -1.4430, 0.1456], [-2.6852, 0.1295, -0.7988], [-0.5459, 0.3687, -1.1793], [1.2672, -1.1401, -2.3840], [1.2291, -2.0538, -0.9252], [1.7101, 0.8121, -1.3204], [2.2295, -0.3048, 1.4893], [2.1847, 1.5911, 0.8032], [0.0336, 1.3077, 0.1223], [1.7051, 0.1085, -0.6423], [0.0511, -0.7019, 0.6435]],
  "smiles": "C1C[C@H]2CNC[C@@H]1O2",
  "gap_ev": 9.5,
  "e_above_lowest_kcal_mol": 222.2,
  "multiplicity": 1,
  "e_lumo_ev": 1.032
}

{
  "formula": "C6H11NO",
  "method": "ωB97M-V/def2-TZVPD",
  "symbols": ["C", "N", "C", "C", "C", "C", "C", "O", "H", "H", "H", "H", "H", "H", "H", "H", "H", "H", "H"],
  "coordinates": [[-0.2562, -0.7642, -3.1643], [0.1500, -0.9291, -1.9940], [-0.7065, 0.5242, 1.4707], [-1.0806, -0.6054, 0.7654], [0.0329, -1.3822, 1.2654], [0.3335, -1.8650, 2.5112], [0.0561, 1.6444, 0.5967], [-0.6605, 2.7282, 0.4181], [0.2853, -1.1483, -4.0451], [-1.3005, -0.3864, -3.2802], [1.3382, 2.4380, -1.8634], [0.9467, 2.8500, -2.3401], [0.1538, 1.0176, -0.2984], [-1.5631, -0.7613, -0.1838], [-0.7763, 0.5448, 2.5738], [0.8878, -1.4209, 0.5700], [-0.3201, -2.2528, 3.2868], [1.4006, -2.0353, 2.6907], [1.0788, 1.8037, 1.0206]],
  "gap_ev": 4.1,
  "e_above_lowest_kcal_mol": 286.1,
  "multiplicity": 1,
  "e_lumo_ev": -3.050
}

{
  "formula": "C6H11NO",
  "method": "ωB97M-V/def2-TZVPD",
  "symbols": ["C", "C", "C", "N", "C", "C", "C", "H", "H", "H", "H", "H", "H", "H", "H", "H", "H", "H", "O"],
  "coordinates": [[-2.5716, 0.4143, -0.5614], [-1.2189, 0.1458, 0.0049], [-0.8496, -0.6483, 1.0470], [0.4658, -0.3558, 1.3725], [0.9480, 0.5424, 0.4738], [-0.0635, 0.8959, -0.3832], [2.3117, 1.1054, 0.5630], [-3.2558, -0.4338, -0.6051], [-3.1226, 1.0277, 0.1658], [-2.5861, 1.0424, -1.4272], [-1.3744, -1.3961, 1.6072], [0.9533, -0.6163, 2.2077], [0.0220, 1.6845, -1.1130], [2.9553, 0.9071, 1.4204], [2.9410, 0.7367, -0.2627], [2.4348, 2.1810, 0.4184], [0.8404, -0.7559, -2.2712], [0.1587, -1.5122, -1.2120], [0.7150, -1.6718, -1.9901]],
  "smiles": "Cc1c[nH]c(C)c1.O",
  "gap_ev": 9.1,
  "e_above_lowest_kcal_mol": 18.0,
  "multiplicity": 1,
  "e_lumo_ev": 0.880
}

{
  "formula": "C6H11NO",
  "method": "ωB97M-V/def2-TZVPD",
  "symbols": ["C", "C", "C", "C", "C", "C", "H", "H", "H", "H", "H", "H", "H", "H", "H", "H", "H", "N", "O"],
  "coordinates": [[0.2951, -1.4567, 0.9677], [0.6670, -0.7022, -0.3309], [2.1481, -0.3199, -0.4977], [1.2377, 0.7049, -0.1100], [-1.0324, 1.1786, 0.1355], [-0.9598, -0.0817, -0.7001], [0.6723, -0.7326, 1.9198], [0.5544, -2.6798, 0.8151], [-0.7802, -1.4039, 1.1213], [2.4005, -0.0693, -1.5055], [2.8077, -1.0991, -0.0322], [1.3733, 1.2478, -1.0849], [0.4268, 2.4815, 0.6579], [-1.2174, 2.1287, -0.3224], [-2.0413, 1.2624, 0.8072], [-1.3115, -0.0029, -1.9059], [-2.5968, -1.1661, -1.3731], [0.2176, 1.4714, 0.7166], [-1.9931, -0.7755, -0.1126]],
  "gap_ev": 7.5,
  "e_above_lowest_kcal_mol": 258.1,
  "multiplicity": 1,
  "e_lumo_ev": -0.609
}

{
  "formula": "C6H11NO",
  "method": "ωB97M-V/def2-TZVPD",
  "symbols": ["C", "C", "N", "C", "C", "C", "C", "O", "H", "H", "H", "H", "H", "H", "H", "H", "H", "H", "H"],
  "coordinates": [[1.5604, 1.6853, -0.1139], [-0.3995, -1.0445, -1.6406], [1.2403, 0.3349, -0.4863], [-0.0814, -0.0356, -0.5538], [-1.2555, 0.5791, 0.0264], [0.0749, -0.6823, 1.0711], [0.1446, -1.9909, 1.3007], [-1.2023, 1.7744, 0.6869], [-2.0728, 1.9914, 1.0376], [-2.2268, 0.1497, -0.2037], [0.2176, 0.0429, 1.8596], [1.1669, 2.0182, 0.8556], [2.6473, 1.7620, -0.0608], [1.1684, 2.3863, -0.8663], [-0.7220, -0.5162, -2.5403], [0.4861, -1.6391, -1.8503], [-1.1960, -1.7352, -1.3549], [0.1012, -2.7429, 0.5284], [0.3484, -2.3376, 2.3044]],
  "gap_ev": [6.9, 7.6],
  "e_above_lowest_kcal_mol": 134.1,
  "multiplicity": 1,
  "e_lumo_ev": [0.430, 0.427]
}

Calculated E_tot (eV), listed in the same order as above: -9934.088; -9933.663; -9936.539; -9936.552; -9932.911; -9933.369; -9932.870; -9928.819; -9926.047; -9937.674; -9927.260; -9932.637